# 1
{
  "formula": "C23H16Br2ClN2O5PbS",
  "method": "the ωB97M-V functional and the def2-TZVPD basis",
  "fmax_ha_per_bohr": 0.011,
  "homo_ev": [-8.13, -8.14],
  "multiplicity": 2,
  "energy_ev": -206018.278,
  "e_above_lowest_ev": 0.603,
  "homo_lumo_gap_ev": [7.50, 5.58],
  "elements": ["Pb", "Br", "Br", "Cl", "S", "O", "O", "O", "O", "O", "N", "N", "C", "C", "C", "C", "C", "C", "C", "C", "C", "C", "C", "C", "C", "C", "C", "C", "C", "C", "C", "C", "C", "C", "C", "H", "H", "H", "H", "H", "H", "H", "H", "H", "H", "H", "H", "H", "H", "H", "H"],
  "positions_angstrom": [[1.512, -0.811, 1.265], [-5.988, -0.381, 1.177], [-1.827, 3.349, 1.007], [1.624, -3.260, -6.769], [3.624, 0.713, 1.983], [-0.197, 0.895, 1.698], [0.978, 0.248, -0.871], [1.535, -0.606, 3.654], [-1.260, 0.012, -0.841], [0.773, 1.488, -3.414], [-0.943, -1.719, 1.940], [2.298, 0.277, 4.288], [0.147, 0.174, -5.317], [-1.381, 0.591, 1.549], [-0.191, 0.449, -1.325], [0.374, -0.954, -6.101], [-0.333, 1.408, -2.514], [0.958, 0.373, -4.200], [1.384, -1.843, -5.781], [-3.235, -1.098, 1.620], [-0.929, 1.162, -5.690], [-3.606, -2.435, 1.825], [-1.307, -2.975, 2.123], [-2.396, 1.594, 1.273], [3.305, 0.946, 3.658], [2.027, 0.486, 5.601], [-2.642, -3.377, 2.088], [3.822, 2.033, 5.766], [2.763, 1.346, 6.363], [-3.732, 1.277, 1.163], [4.076, 1.831, 4.433], [-1.872, -0.795, 1.708], [1.995, -0.500, -3.906], [-4.151, -0.029, 1.330], [2.213, -1.618, -4.696], [2.511, 1.476, 7.407], [-0.729, 2.134, -5.244], [4.429, 2.716, 6.344], [-4.448, 2.054, 0.940], [-1.253, 1.148, -3.038], [1.192, -0.086, 5.974], [-0.443, 2.405, -2.086], [-1.912, 0.828, -5.351], [-2.903, -4.413, 2.257], [4.879, 2.345, 3.924], [-0.977, 1.277, -6.775], [-4.650, -2.712, 1.774], [-0.235, -1.135, -6.981], [2.616, -0.286, -3.049], [-0.509, -3.693, 2.292], [3.017, -2.308, -4.473]],
  "forces_ev_per_a": [[0.107, -0.259, -0.172], [0.033, -0.025, 0.002], [0.005, -0.108, 0.021], [0.004, 0.049, 0.012], [0.017, 0.222, 0.092], [0.159, -0.070, 0.094], [-0.235, 0.061, -0.066], [0.238, 0.239, 0.050], [0.426, 0.153, -0.343], [-0.042, -0.008, 0.386], [-0.049, 0.020, 0.181], [-0.085, -0.009, 0.022], [-0.078, -0.031, -0.115], [-0.118, 0.214, -0.085], [0.036, -0.109, 0.379], [-0.059, 0.005, -0.077], [0.131, -0.144, -0.144], [-0.136, 0.035, 0.005], [-0.002, 0.035, 0.018], [-0.085, 0.040, -0.002], [0.028, -0.111, -0.051], [-0.127, 0.042, -0.017], [-0.022, 0.012, -0.086], [0.066, 0.081, -0.012], [-0.127, -0.174, -0.154], [-0.060, -0.085, -0.072], [0.043, -0.058, 0.005], [0.010, -0.021, -0.077], [0.007, 0.030, 0.065], [0.103, -0.087, 0.036], [0.011, 0.037, 0.059], [-0.022, -0.044, 0.038], [-0.021, -0.036, -0.015], [-0.069, -0.044, 0.019], [0.058, 0.006, 0.053], [0.011, -0.012, -0.056], [0.003, 0.020, -0.020], [0.004, 0.000, -0.029], [-0.041, -0.008, -0.005], [-0.042, -0.003, -0.060], [0.009, -0.034, -0.068], [-0.016, 0.051, -0.033], [0.029, 0.007, 0.003], [0.008, 0.044, -0.019], [-0.029, 0.004, 0.030], [-0.006, -0.007, 0.051], [0.000, -0.013, -0.003], [0.029, 0.019, 0.079], [-0.005, -0.011, 0.069], [-0.058, 0.061, 0.016], [-0.041, 0.024, -0.005]]
}


# 2
{
  "formula": "C23H16Br4N4O2ReSSe2",
  "method": "the ωB97M-V functional and the def2-TZVPD basis",
  "fmax_ha_per_bohr": 0.030,
  "homo_ev": [-13.38, -13.46],
  "multiplicity": 4,
  "energy_ev": -457979.877,
  "total_charge": 2,
  "homo_lumo_gap_ev": [6.95, 5.59],
  "elements": ["Re", "Br", "Br", "Br", "Br", "Se", "Se", "S", "O", "O", "N", "N", "N", "N", "C", "C", "C", "C", "C", "C", "C", "C", "C", "C", "C", "C", "C", "C", "C", "C", "C", "C", "C", "C", "C", "C", "C", "H", "H", "H", "H", "H", "H", "H", "H", "H", "H", "H", "H", "H", "H", "H", "H"],
  "positions_angstrom": [[0.095, -0.289, 0.368], [-3.357, 5.688, -0.607], [-4.986, 0.224, -0.038], [-5.760, 3.425, -0.485], [-0.190, 4.711, -0.339], [1.805, 1.526, 2.721], [3.086, -0.374, 2.409], [0.456, -2.566, 1.119], [-1.949, -0.089, 0.061], [-0.085, 1.680, -0.066], [0.135, -5.110, 0.817], [0.006, -3.938, -1.171], [-0.521, -0.092, 2.383], [2.076, -0.081, -0.204], [4.508, -0.056, -1.507], [-0.557, -8.724, 0.817], [-1.613, 3.492, -0.325], [-2.166, -0.532, 4.052], [-2.938, 3.875, -0.414], [0.669, -6.856, -0.844], [-2.337, 1.142, -0.113], [0.006, -9.126, -0.388], [-1.638, -0.720, 2.793], [-3.669, 1.550, -0.190], [0.089, -6.458, 0.354], [0.619, -8.193, -1.210], [2.150, 0.234, -1.517], [3.210, -0.280, 0.486], [-0.366, 0.962, 4.514], [-1.291, 2.132, -0.188], [-3.972, 2.896, -0.353], [4.442, -0.310, -0.147], [0.161, -3.973, 0.145], [-1.530, 0.336, 4.926], [3.343, 0.266, -2.197], [0.124, 0.718, 3.242], [-0.516, -7.392, 1.189], [5.460, -0.062, -2.021], [5.334, -0.495, 0.435], [1.218, 0.494, -2.013], [0.181, 1.629, 5.166], [-0.061, -3.055, -1.644], [3.359, 0.547, -3.240], [-0.958, -7.072, 2.126], [-2.123, -1.365, 2.076], [-1.026, -9.449, 1.466], [1.199, -6.149, -1.471], [0.158, -5.001, 1.820], [1.082, -8.511, -2.134], [-3.069, -1.055, 4.329], [-0.295, -4.763, -1.672], [-1.919, 0.506, 5.921], [-0.025, -10.167, -0.678]],
  "forces_ev_per_a": [[-1.362, -0.357, 0.574], [-0.018, -0.190, 0.028], [0.074, -0.012, -0.015], [0.276, -0.058, 0.027], [-0.035, -0.103, -0.023], [-0.315, 0.074, 0.077], [0.145, -0.209, -0.106], [-0.097, 0.172, 0.220], [0.851, -0.408, -0.054], [-0.129, 0.071, -0.052], [0.102, 0.070, 0.187], [-0.154, -0.151, -0.138], [0.258, 0.155, -0.393], [0.619, 0.127, -0.294], [-0.070, 0.026, -0.053], [0.044, -0.012, -0.072], [-0.102, 0.455, -0.108], [0.068, 0.096, 0.089], [0.504, 0.269, -0.055], [0.062, 0.142, 0.028], [0.029, 0.509, 0.089], [-0.003, -0.002, 0.018], [-0.139, -0.040, -0.020], [-0.251, -0.103, -0.001], [-0.132, -0.338, -0.193], [-0.015, -0.093, -0.009], [0.115, -0.013, 0.037], [-0.187, 0.062, 0.233], [0.108, 0.040, -0.075], [-0.317, -0.187, 0.166], [-0.337, -0.269, -0.003], [-0.038, -0.021, 0.049], [-0.014, 0.259, -0.222], [-0.072, -0.058, -0.048], [0.043, -0.071, -0.016], [0.324, -0.013, -0.040], [-0.053, 0.165, 0.022], [0.017, 0.010, 0.035], [0.012, 0.050, -0.004], [-0.012, -0.037, 0.007], [0.011, -0.045, 0.033], [0.014, 0.067, 0.048], [0.012, -0.046, -0.007], [0.004, -0.017, -0.014], [0.037, -0.006, -0.017], [-0.006, 0.014, 0.010], [0.054, -0.088, 0.033], [0.081, 0.018, 0.035], [-0.009, 0.026, -0.012], [0.002, -0.005, -0.005], [0.015, 0.042, 0.021], [-0.016, 0.022, -0.009], [0.003, 0.007, -0.007]]
}